{
  "formula": "C24H39BrGeN5PPd",
  "method": "ωB97M-V/def2-TZVPD",
  "elements": ["Pd", "C", "N", "C", "C", "C", "C", "C", "C", "C", "C", "H", "H", "H", "H", "H", "H", "H", "H", "H", "H", "H", "H", "Br", "C", "C", "C", "C", "N", "C", "H", "H", "H", "H", "C", "Ge", "C", "C", "C", "H", "H", "H", "H", "H", "H", "H", "H", "H", "H", "C", "N", "C", "N", "C", "N", "C", "P", "C", "C", "H", "H", "H", "H", "H", "H", "H", "H", "H", "H", "H", "H", "H"],
  "positions_angstrom": [[-0.30720, 0.09489, 0.58239], [-0.41958, -1.43352, 3.42348], [0.54665, -0.99442, 2.41362], [1.48342, -2.07446, 2.10559], [1.26679, 0.18584, 2.95756], [2.12041, 0.78589, 1.88254], [3.46478, 1.06564, 2.07853], [4.24625, 1.50554, 1.01679], [3.67100, 1.62526, -0.23772], [2.32339, 1.32582, -0.42764], [1.50833, 0.91891, 0.62501], [0.08894, -1.67713, 4.36588], [-0.95564, -2.31760, 3.09023], [-1.14229, -0.63922, 3.60144], [2.02256, -2.40197, 3.00540], [2.20781, -1.73194, 1.36866], [0.93639, -2.92641, 1.70027], [1.85411, -0.09045, 3.84506], [0.49344, 0.89208, 3.26709], [3.90838, 0.93190, 3.05987], [5.29412, 1.73273, 1.16627], [4.27179, 1.95173, -1.07906], [1.90384, 1.43938, -1.41868], [-4.82890, -1.08170, -2.76601], [-3.66796, -1.70722, -1.39683], [-3.38024, -3.10242, -1.34061], [-2.50766, -3.45478, -0.26704], [-1.91426, -2.49137, 0.49330], [-2.12647, -1.13557, 0.36131], [-3.07261, -0.79916, -0.58114], [-3.97450, -3.82726, -1.87641], [-2.29208, -4.49636, -0.05752], [-1.21245, -2.78188, 1.26188], [-3.28818, 0.25548, -0.68174], [-1.86282, 2.15633, -3.48871], [-1.04503, 2.86039, -1.82330], [0.71096, 3.61100, -2.27536], [-2.19478, 4.37376, -1.31788], [-1.14714, 1.59962, -0.36790], [-2.38328, 2.96780, -4.00027], [-2.59885, 1.38162, -3.26478], [-1.11186, 1.75527, -4.17253], [1.21437, 3.01637, -3.03848], [1.34903, 3.66400, -1.39593], [0.56856, 4.62143, -2.66287], [-2.27887, 5.08358, -2.14278], [-1.78433, 4.89646, -0.45301], [-3.19584, 4.02348, -1.06120], [-2.06437, 1.77763, 0.20817], [-0.92610, -2.79193, -4.42630], [-0.92161, -2.44134, -2.96199], [0.18244, -3.22355, -2.27859], [1.45116, -2.98530, -2.88876], [1.38259, -3.30383, -4.31068], [0.35359, -2.54740, -5.02160], [0.68759, -1.11485, -5.07811], [0.83804, -0.30127, -3.40664], [-0.75322, -0.97282, -2.76382], [1.91224, -1.61237, -2.64048], [-1.70575, -2.19696, -4.90090], [-1.17770, -3.85142, -4.49641], [-1.82806, -2.72580, -2.49499], [-0.09748, -4.27545, -2.36028], [0.17535, -2.92108, -1.23286], [1.16205, -4.36866, -4.41452], [2.34972, -3.10010, -4.76881], [-0.08235, -0.59279, -5.65137], [1.62380, -1.00344, -5.62836], [-1.59819, -0.47595, -3.23961], [-0.79438, -0.75873, -1.69429], [1.93561, -1.43068, -1.56229], [2.93567, -1.50037, -3.00384]],
  "atomic_forces_ev_per_a": [[-0.2802, 0.0784, 0.3139], [-0.0141, -0.0158, -0.0076], [0.0048, 0.0587, 0.0164], [0.0536, -0.0535, 0.0376], [0.0322, 0.0719, -0.0039], [0.0922, -0.1434, -0.0861], [-0.0224, 0.0736, 0.0351], [0.0065, -0.0015, 0.0014], [-0.0017, -0.0102, -0.0086], [-0.0990, 0.1508, -0.0255], [0.0150, -0.1591, 0.0636], [0.0063, 0.0208, -0.0026], [-0.0044, -0.0042, 0.0096], [-0.0054, 0.0005, -0.0091], [0.0003, -0.0035, 0.0087], [0.0042, 0.0036, 0.0073], [0.0174, 0.0089, -0.0003], [-0.0127, -0.0778, -0.0169], [0.0341, 0.0248, 0.0448], [-0.0003, -0.0023, -0.0009], [0.0000, 0.0029, 0.0005], [-0.0021, 0.0037, -0.0046], [0.0045, -0.0356, 0.0082], [-0.0229, 0.0132, -0.0122], [-0.0472, -0.0457, 0.0333], [0.1139, 0.0419, -0.0625], [-0.0716, -0.0515, 0.0154], [-0.0432, 0.0312, -0.0048], [0.1237, -0.1550, -0.1454], [-0.0031, 0.0564, 0.0983], [-0.0262, 0.0038, 0.0243], [0.0097, 0.0129, 0.0058], [-0.0110, -0.0111, -0.0382], [0.0016, 0.0047, -0.0357], [0.0031, 0.0120, 0.0136], [-0.0919, 0.0551, 0.0570], [-0.0109, 0.0081, -0.0416], [0.0087, -0.0002, 0.0361], [0.1907, -0.1117, -0.2497], [0.0261, 0.0117, -0.0144], [-0.0309, 0.0455, -0.0118], [-0.0010, -0.0171, 0.0008], [0.0247, -0.0075, 0.0187], [-0.0010, 0.0461, 0.0137], [-0.0141, -0.0124, -0.0326], [0.0030, 0.0009, -0.0015], [-0.0048, -0.0038, 0.0025], [-0.0016, 0.0019, -0.0037], [-0.0111, 0.0714, -0.0005], [-0.0252, -0.0221, 0.0047], [-0.0113, -0.0404, 0.2403], [-0.0134, 0.0152, 0.0249], [-0.0035, -0.0098, 0.0175], [-0.0086, 0.0135, -0.0016], [0.0138, -0.0076, -0.0010], [0.0008, -0.0172, 0.0168], [0.0784, -0.0465, -0.2154], [0.0161, 0.1364, 0.0565], [0.0056, 0.0763, 0.0302], [-0.0013, -0.0005, -0.0015], [-0.0120, 0.0039, -0.0025], [0.0159, -0.0356, -0.2205], [0.0097, 0.0031, 0.0080], [0.0121, -0.0029, 0.0007], [0.0019, -0.0010, -0.0039], [0.0016, 0.0011, 0.0000], [-0.0020, -0.0076, -0.0063], [0.0010, 0.0045, 0.0002], [0.0071, -0.0175, 0.0170], [-0.0413, -0.0121, 0.0192], [0.0218, 0.0107, -0.0048], [-0.0088, -0.0366, -0.0245]],
  "s_squared": 2.02,
  "total_charge": 0,
  "e_above_lowest_ev": 0.0000,
  "spin_multiplicity": 3,
  "e_homo_ev": [-5.1597, -7.7427],
  "max_force_ha_per_bohr": 0.00832,
  "orbital_gap_ha": [0.2005, 0.2929],
  "lumo_energy_ev": [0.296, 0.228]
}